Below is C22H37ClDyN3O6 as an isolated structure, with properties calculated with the ωB97M-V functional and the def2-TZVPD basis.

The value obtained for the total energy is -76775.20550 eV. As for the spin multiplicity: 6. Its expectation value of S² is 9.32.

Element x y z (Å)
O  -1.31  -0.27  -0.14
C  -2.00  -0.17  -1.36
C  -2.11  -1.52  -2.03
C  -1.30  -2.59  -1.65
H  -0.62  -2.44  -0.83
C  -1.39  -3.81  -2.29
H  -0.74  -4.63  -1.99
C  -2.30  -4.00  -3.33
H  -2.36  -4.95  -3.83
C  -3.13  -2.95  -3.70
H  -3.84  -3.08  -4.50
C  -3.03  -1.72  -3.06
H  -3.67  -0.90  -3.35
H  -3.02  0.19  -1.19
C  -1.56  2.27  -1.74
C  -1.29  0.87  -2.20
H  -1.46  3.01  -2.52
H  -0.90  2.53  -0.92
H  -2.58  2.34  -1.34
C  -0.48  0.54  -3.21
C  0.31  1.45  -4.09
H  -0.39  -0.52  -3.46
H  0.03  1.38  -5.14
H  1.38  1.23  -4.02
H  0.19  2.49  -3.79
Dy  0.35  0.44  0.36
Cl  0.88  1.51  -1.63
C  3.10  1.41  0.64
O  2.04  1.28  1.28
N  4.23  1.87  1.18
C  4.23  2.64  2.40
C  5.51  1.59  0.56
H  3.16  1.14  -0.41
H  3.22  2.68  2.79
H  4.58  3.66  2.21
H  4.88  2.18  3.14
H  5.39  0.87  -0.24
H  6.21  1.18  1.30
H  5.95  2.50  0.15
H  -1.99  -4.16  2.42
H  0.53  -3.81  3.41
C  -1.61  -3.44  1.69
C  0.63  -3.04  2.64
N  -0.69  -2.52  2.31
H  -2.45  -2.90  1.26
C  -0.95  -1.22  2.37
O  -0.11  -0.31  2.29
H  1.26  -2.24  2.99
H  -2.01  -0.99  2.51
H  -1.10  -3.99  0.89
H  1.07  -3.47  1.75
H  -1.37  4.95  2.81
H  -3.46  3.54  3.87
C  -1.81  4.54  1.90
C  -3.58  3.11  2.87
N  -2.33  3.22  2.13
H  -1.05  4.50  1.12
C  -1.73  2.14  1.62
O  -0.62  2.18  1.06
H  -3.84  2.06  2.95
H  -2.30  1.21  1.70
H  -2.60  5.21  1.55
H  -4.37  3.65  2.35
C  3.20  -3.09  -0.33
C  2.54  -1.88  0.24
O  3.04  -1.33  1.33
O  1.46  -1.40  -0.33
H  3.21  -3.91  0.42
H  4.25  -2.84  -0.61
H  2.66  -3.44  -1.24